1.
Entry from the OMol25 dataset: an isolated molecule of C8H9N3O2S (wB97M-V/def2-TZVPD).

The geometry in XYZ format:
```
23
Properties=species:S:1:pos:R:3:forces:R:3:nbo_charge:R:1
O -1.872035 2.214507 -0.304017 1.20 -0.75 0.30 -0.91
N -2.303053 -2.268815 -0.371069 -1.82 2.49 -0.10 -0.75
N 0.373149 -2.078431 0.219663 -4.61 2.41 -2.48 -0.49
H -0.340336 1.244756 1.885508 -1.64 -1.20 -0.83 0.44
H -3.234696 -1.689257 -0.232518 2.36 -1.32 -0.55 0.46
C -1.204083 -1.572033 -0.514373 6.31 -2.73 3.11 0.50
N -1.161905 0.617163 1.615705 1.23 1.02 0.28 -1.08
C 0.443103 0.185931 -0.697830 0.67 -3.28 0.93 -0.15
C 2.402507 1.449895 -0.523992 2.11 3.07 -1.43 -0.29
H 2.869546 -1.539102 1.057403 -0.23 0.77 0.14 0.23
H 4.101314 0.523508 0.437884 -0.89 0.44 -0.02 0.22
H -1.843448 0.485029 2.364273 0.16 0.00 -0.48 0.43
O -3.241254 0.288626 0.218785 1.97 0.11 0.59 -0.99
C 3.012612 0.495142 0.219648 1.55 -1.63 1.08 -0.18
C -0.962036 -0.244409 -1.011324 0.17 1.66 0.07 -0.58
H 3.069986 2.336868 -0.890967 -1.59 -1.57 0.82 0.22
H 0.595511 2.175568 -1.433463 0.21 -0.36 -0.15 0.23
H -1.224775 -0.168145 -2.087313 -0.42 0.58 0.79 0.31
S -1.862136 0.844325 0.151479 -4.20 0.91 -0.90 2.28
C 1.099937 1.325659 -0.967075 -0.31 1.66 -0.36 -0.18
C 1.101870 -0.894939 0.036160 -1.99 -0.31 0.07 0.14
C 2.353721 -0.664755 0.630562 -0.16 -0.93 -1.41 -0.29
H -2.173491 -3.067094 0.196878 -0.07 -1.04 0.52 0.42
```
Forces are in eV/Å.

Its spin multiplicity is 1. The value obtained for the LUMO energy (spin up / spin down) is -0.36 / -0.36 eV. The SMILES is NC1=Nc2ccccc2[C@@H]1S(N)(=O)=O. Its orbital gap (spin up / spin down) is 0.2543 / 0.2543 Eh. The calculation puts the relative energy (zero: lowest compared OMol25 entry of this formula, charge and spin) at 227.12 kJ/mol.


2.
Entry from the OMol25 dataset: a structure of composition C2H7N2O4S2 (wB97M-V/def2-TZVPD).

The geometry in XYZ format:
```
17
Properties=species:S:1:pos:R:3:forces:R:3:nbo_charge:R:1
O -2.570047 1.457781 0.684344 1.40 2.68 1.45 -0.96
H 1.128736 -0.230147 -0.077647 -0.04 0.14 0.51 0.17
N -0.955375 -0.294993 -0.186365 -0.95 2.31 -0.91 -0.96
C 0.265392 -0.687556 0.445291 0.82 -0.43 -1.39 -0.22
O -3.226697 -1.192995 1.084662 0.43 -1.31 2.48 -0.80
C 0.158399 -0.377680 1.888683 -0.37 1.51 0.95 -0.64
H 0.385488 -1.761466 0.226277 -0.08 0.16 0.33 0.18
O -0.333788 2.258812 0.279439 -0.11 -1.11 0.11 -0.98
H -0.630993 -1.017321 2.295079 0.57 -0.09 0.54 0.22
S -1.308746 1.225563 -0.100316 2.48 1.69 -1.70 2.32
S -3.757340 -0.020612 0.382042 -3.81 -3.22 0.26 1.47
H -2.362711 0.727555 -1.630568 -0.38 1.21 -1.88 0.41
H -0.256377 0.651636 1.953527 0.23 -0.64 0.14 0.22
H 1.101737 -0.230279 2.415383 0.08 -0.96 0.34 0.19
O -3.684899 -0.268283 -1.056180 -0.65 0.68 -2.63 -0.93
H -2.457618 2.433959 -1.654654 0.03 -0.32 0.41 0.37
N -1.816097 1.640971 -1.672199 0.34 -2.31 0.98 -1.06
```
Forces are in eV/Å.

Its spin multiplicity is 3. The value obtained for the LUMO energy (spin up / spin down) is 3.56 / 1.26 eV. Its total charge is -1. As for the expectation value of S²: 2.010. Its orbital gap (spin up / spin down) is 0.1715 / 0.2249 Eh. The calculation puts the relative energy (zero: lowest compared OMol25 entry of this formula, charge and spin) at 10.80 kJ/mol.


3.
Entry from the OMol25 dataset: a cluster of 2 separate species, C2H2O4S in total (wB97M-V/def2-TZVPD).

The geometry in XYZ format:
```
9
Properties=species:S:1:pos:R:3:forces:R:3:nbo_charge:R:1
O 2.072111 1.179731 -1.386247 0.68 -0.11 -0.97 -0.82
O 0.661971 -0.606322 -0.930955 -1.87 -2.61 1.07 -0.87
S 1.633439 -0.124464 -1.793410 2.43 2.66 -1.08 1.72
H -0.465036 1.473749 1.008997 -0.01 -0.22 -0.41 0.13
O -2.009220 -0.125740 -0.535333 0.84 -0.71 1.74 -0.51
C -1.203340 -0.574888 0.266829 -0.58 2.76 -1.25 0.35
C -0.283936 0.383441 1.129806 -1.45 0.05 0.45 0.35
O 0.480225 -0.017397 1.955145 0.20 -0.40 -0.06 -0.49
H -0.886214 -1.588110 0.285166 -0.23 -1.42 0.52 0.14
```
Forces are in eV/Å.

Its spin multiplicity is 1. The value obtained for the LUMO energy is -1.64 eV. Its orbital gap is 0.2937 Eh. The calculation puts the relative energy (zero: lowest compared OMol25 entry of this formula, charge and spin) at 96.67 kJ/mol.


4.
Entry from the OMol25 dataset: a cluster of 2 separate species, C7H14FN3 in total (wB97M-V/def2-TZVPD).

The geometry in XYZ format:
```
25
Properties=species:S:1:pos:R:3:forces:R:3:nbo_charge:R:1
C 0.405542 -1.972278 0.124978 0.21 0.64 0.65 -0.40
H -2.843669 -0.614663 0.853092 1.50 -0.62 0.32 0.20
C 0.898597 0.363790 -1.864913 -3.53 1.32 2.98 -0.05
H 1.305731 -0.174314 1.295704 0.08 -1.69 0.04 0.25
H 0.277820 3.645899 -1.416712 -0.34 -1.87 0.38 0.25
H 0.052102 -3.046755 0.369126 0.32 1.81 -0.43 0.21
H -1.271141 0.024122 1.621025 -0.90 -1.64 -0.63 0.21
F 3.459272 -0.155802 1.415711 0.27 0.36 -0.26 -0.97
C -0.862240 -1.033756 -0.299126 -0.12 -0.53 0.66 -0.27
C -1.745749 -0.870787 1.059122 0.91 1.26 -0.19 -0.63
H -1.517413 -1.560007 -1.098794 1.19 1.07 1.10 0.23
H 0.599425 -1.521270 2.395200 0.65 0.32 -1.62 0.18
H -2.514935 1.595636 0.135514 0.89 0.44 0.09 0.39
H 1.385172 -0.594517 -2.247381 -0.47 2.10 0.48 0.28
H -1.598972 -1.775390 1.741514 -0.50 1.21 -1.22 0.25
N -0.674341 1.724266 -0.595848 5.21 -2.08 -3.81 -0.18
N 1.199686 1.767372 -2.142120 -4.35 -2.48 3.63 -0.49
H -1.355710 2.236586 1.218251 -0.14 -0.26 -0.86 0.40
C 1.153570 -1.300694 1.403150 -0.23 -1.31 0.04 -0.65
H 2.196085 -1.782778 1.484758 -1.58 1.26 -0.10 0.30
C 0.250029 2.510952 -1.363668 0.56 0.00 -0.67 0.23
C -0.277602 0.343114 -0.859672 2.82 -0.22 -2.70 0.19
H 1.963945 2.074292 -2.759877 -0.77 0.23 0.77 0.47
N -1.671361 2.183005 0.235965 -0.48 0.51 0.37 -0.62
H 1.186156 -2.066023 -0.704998 -1.22 0.19 0.98 0.20
```
Forces are in eV/Å.

Its spin multiplicity is 1. The value obtained for the LUMO energy is -0.72 eV. Its orbital gap is 0.2024 Eh.


5.
Entry from the OMol25 dataset: an isolated molecule of C8H10INO3 (wB97M-V/def2-TZVPD).

The geometry in XYZ format:
```
23
Properties=species:S:1:pos:R:3:forces:R:3:nbo_charge:R:1
C -0.720540 -2.598523 -2.102725 -0.36 1.15 2.69 0.28
H -2.828230 -0.915194 -0.018202 -0.53 -0.16 0.47 0.24
O -2.031386 -3.055845 -2.412667 2.86 -0.27 -1.05 -0.50
C 0.985881 1.949040 1.940391 0.47 -1.98 1.12 -0.62
O -4.041600 -2.804499 -1.662412 -1.23 -0.01 0.04 -0.56
H 0.359877 2.836830 1.712379 0.74 -0.62 -0.16 0.22
C -0.212367 -0.064788 0.886290 -0.68 1.68 -3.82 -0.05
C -2.281906 -1.594595 -0.631413 1.77 0.92 0.04 -0.49
I 0.495578 -4.175100 -1.276685 -0.06 -0.40 -0.05 0.12
C 1.011354 0.767312 0.921119 -2.93 3.98 -0.07 -0.41
C -0.251142 -1.873478 -4.303304 -3.30 -1.81 0.23 0.01
H 1.727173 0.108214 1.124252 3.53 -2.28 0.93 0.20
H 0.468780 -1.597322 -4.982255 1.74 1.17 -1.28 0.17
H -0.309796 -0.652946 1.719986 -0.81 -1.36 2.11 0.19
H 2.068111 2.115276 2.167950 -1.04 0.75 -0.19 0.22
N 0.023396 -2.033962 -3.098045 1.77 0.74 0.16 -0.48
C -2.892739 -2.503505 -1.588025 -1.75 0.58 1.37 0.75
H 1.145656 1.166139 -0.063531 0.31 0.12 -0.66 0.21
H -1.233626 -2.185730 -4.741777 0.57 0.26 0.37 0.15
O 0.080257 -0.924541 -0.256689 -0.66 -1.25 -0.55 -0.48
H 0.586743 1.473021 2.875539 0.20 0.78 -0.44 0.20
C -0.940797 -1.558166 -0.802679 -0.92 -1.70 -2.38 0.42
H -1.097762 0.507593 0.523134 0.30 -0.28 1.11 0.18
```
Forces are in eV/Å.

Its spin multiplicity is 1. The value obtained for the LUMO energy is -0.21 eV. The SMILES is C=N[C@]1(I)OC(=O)C=C1OCCC. Its orbital gap is 0.3390 Eh. The calculation puts the relative energy (zero: lowest compared OMol25 entry of this formula, charge and spin) at 0.00 kJ/mol.


6.
Entry from the OMol25 dataset: an isolated molecule of C9H8BrP (wB97M-V/def2-TZVPD).

The geometry in XYZ format:
```
19
Properties=species:S:1:pos:R:3:forces:R:3:nbo_charge:R:1
Br 2.506951 -0.943378 0.816623 -0.45 -0.05 -0.48 0.16
C 1.033579 -0.333709 -0.681079 -0.26 -1.87 0.32 0.05
H 3.493962 2.387843 -0.047872 -0.81 -0.55 -0.72 0.00
H 1.199583 -2.093244 -1.957504 -0.03 -0.48 -0.48 0.24
H -3.168846 0.151543 0.402106 0.00 -0.20 -0.03 0.24
H -2.652798 -0.892867 1.634608 0.30 -0.52 1.51 0.24
P 2.240555 2.007714 -0.717560 0.74 0.77 1.56 0.58
C -0.799606 -1.763150 -1.020200 1.29 1.61 0.39 -0.16
C -1.240188 -0.642216 -0.022470 2.02 -1.80 -1.09 0.09
H -1.540049 -2.496604 -1.368384 0.77 0.18 0.07 0.22
C -0.125496 0.136755 0.108071 -1.67 0.44 -0.71 -0.18
C -2.603294 -0.773779 0.594770 -0.49 0.83 -2.68 -0.65
C 0.070581 1.341912 0.780979 -0.52 1.68 2.56 -0.25
H 1.348768 2.948323 1.512000 -0.88 -0.98 -1.27 0.23
H -0.574675 1.688976 1.548028 -1.21 -0.50 0.78 0.21
C 0.515041 -1.544711 -1.350986 -1.55 -1.09 0.39 -0.25
H -3.137443 -1.593564 0.038317 0.41 0.74 0.89 0.22
C 2.319499 0.266164 -1.003144 -0.08 0.21 -0.45 -0.52
C 1.113885 2.147995 0.733693 2.41 1.58 -0.57 -0.46
```
Forces are in eV/Å.

Its spin multiplicity is 1. The value obtained for the LUMO energy is -1.50 eV. Its orbital gap is 0.2313 Eh. The calculation puts the relative energy (zero: lowest compared OMol25 entry of this formula, charge and spin) at 267.94 kJ/mol.


7.
Entry from the OMol25 dataset: a structure of composition C11H23Br3FNO3S (wB97M-V/def2-TZVPD).

The geometry in XYZ format:
```
43
Properties=species:S:1:pos:R:3:forces:R:3:nbo_charge:R:1
H -1.590642 3.687187 -1.421830 0.04 0.01 0.04 0.18
H -1.019584 4.023315 -3.051184 0.03 -0.04 -0.05 0.17
H 0.932191 -2.406375 1.725578 0.22 -0.08 0.00 0.24
H 1.094108 0.569095 4.961422 -0.25 -0.06 0.08 0.21
O 0.372937 3.318851 -1.686273 -0.01 -0.04 0.01 -0.55
C -3.642539 -2.299491 -3.591076 -0.01 0.01 0.00 -0.50
H -1.254131 1.466044 -0.514966 -0.12 -0.02 0.04 0.20
H 1.780275 -1.070913 0.907326 0.18 -0.31 0.09 0.20
H -0.119193 -0.413169 -2.621875 0.03 -0.01 0.00 0.20
N 1.315886 -1.357470 4.127413 1.28 0.91 -0.25 -0.66
S 2.649397 -2.326199 4.070526 -0.80 -0.76 0.54 2.53
Br -3.044379 -3.928302 -2.768652 0.02 -0.01 0.01 0.10
C 0.951010 -1.335970 1.566174 -0.32 0.72 -0.23 -0.42
C -1.385898 1.918366 -2.623345 0.42 0.01 -0.04 -0.43
C -0.276214 -1.283188 -0.669005 -0.26 0.36 -0.14 -0.40
H -0.716025 1.573691 -3.418375 -0.07 -0.04 -0.05 0.20
H 1.000959 -0.779227 6.144507 -0.04 0.08 0.04 0.22
H -1.155293 -1.513547 1.278645 -0.13 0.26 0.12 0.20
H -2.257828 0.340809 -1.468825 0.39 0.26 0.37 0.20
H 0.568577 -1.947618 -0.863765 -0.04 -0.10 0.05 0.21
H 1.036615 2.933237 -3.627958 -0.04 0.02 0.00 0.17
H 2.550290 -0.230496 5.499039 0.01 -0.01 0.00 0.21
H -0.549469 0.121691 0.983731 -0.04 0.02 -0.07 0.19
H 2.192560 2.666974 -2.334851 0.10 0.13 0.05 0.19
Br -2.347262 -1.613106 -4.835341 0.03 0.01 0.00 0.09
O 2.508660 -3.338504 3.094126 0.14 0.16 -0.45 -0.90
H -4.536974 -2.529227 -4.151001 -0.01 0.00 -0.01 0.23
C 1.500078 -0.391723 5.262471 -0.15 -0.23 0.05 -0.43
F 3.762033 -1.333872 3.557647 0.08 0.03 -0.12 -0.49
Br -4.110432 -0.976399 -2.274787 -0.44 -0.30 -0.17 0.10
C 1.112917 -0.554620 2.879832 -0.58 -0.37 -0.30 -0.23
C -0.941507 3.314617 -2.217708 -0.24 0.11 0.07 -0.05
H 1.766304 4.337039 -2.827160 0.06 0.00 0.02 0.17
H -1.182703 -1.819149 -0.963751 0.04 -0.10 0.03 0.20
H -2.378279 1.954436 -3.079214 -0.06 0.11 0.11 0.21
O 3.008469 -2.678763 5.394523 0.18 0.20 0.18 -0.91
C -0.162838 -0.062851 -1.586545 0.12 0.04 0.19 -0.39
H 1.895043 0.202534 2.779061 0.11 -0.08 0.11 0.19
H 0.182854 -0.013196 3.054285 0.00 -0.04 0.17 0.21
H 0.774080 0.471963 -1.393258 0.02 0.00 -0.04 0.20
C -1.329776 0.917825 -1.454636 -0.04 -0.09 -0.48 -0.42
C 1.389178 3.323453 -2.668832 -0.09 -0.17 -0.06 -0.25
C -0.343453 -0.937751 0.827909 0.27 -0.61 0.09 -0.40
```
Forces are in eV/Å.

Its spin multiplicity is 1. The value obtained for the LUMO energy is -0.17 eV. Its orbital gap is 0.3516 Eh.